Entry 1:
Here is the molecule C3H8OSi at a distorted geometry from OMol25. Energies are from ωB97M-V/def2-TZVPD.

XYZ file:
```
13
Properties=species:S:1:pos:R:3:forces:R:3:lowdin_charge:R:1
C 1.853124 1.058091 0.428722 0.82 -1.72 -0.61 -0.043
C -0.195370 -0.714128 -0.690397 1.04 0.12 -0.06 -0.240
C -1.667683 -0.656492 -0.543572 -1.17 0.91 -1.95 -0.210
O -0.217390 -0.143870 1.953162 0.30 -0.14 0.74 -0.216
Si 0.877794 -0.508262 0.773282 1.23 -0.50 0.31 0.370
H 2.712209 1.373640 -0.175866 -0.20 -0.71 0.20 0.001
H 1.276331 1.885961 0.656143 -1.21 1.76 0.66 -0.044
H 0.274215 -0.568622 -1.681789 -0.71 -0.24 0.42 0.058
H -2.011957 0.428720 -0.974534 0.30 -2.19 1.68 0.130
H -2.035846 -1.278934 -1.403744 -0.25 0.16 0.99 0.071
H -2.110209 -1.039513 0.461823 0.70 1.05 -1.91 0.098
H -1.066467 0.181060 1.655522 -0.02 0.10 0.00 0.024
H 1.720555 -1.777983 1.234584 -0.82 1.39 -0.47 0.000
```
Forces are in eV/Å.

Calculated values
energy above the lowest of the compared OMol25 structures with the same formula, charge and spin	298.1	kJ/mol
calculated total energy	-483.729069	hartree
Kohn-Sham gap (spin up / spin down)	7.96 / 8.66	eV

Entry 2:
Here is the molecule C3H8OSi at a distorted geometry from OMol25. Energies are from ωB97M-V/def2-TZVPD.

XYZ file:
```
13
Properties=species:S:1:pos:R:3:forces:R:3:mulliken_spin:R:1
C 1.574590 -0.491291 -0.327027 -3.16 1.73 3.53 0.674
C 2.163917 -0.010843 0.983317 0.06 -2.15 -0.26 0.108
C -2.563175 -0.272830 -0.200775 1.95 0.18 1.58 0.095
O 2.209514 -0.724263 -1.298970 1.59 -1.19 -3.70 0.684
Si -0.591351 0.105445 -0.494785 0.23 1.16 -2.20 0.335
H 1.375805 0.208620 1.626808 -1.29 -0.45 1.61 -0.012
H 2.649157 0.902038 0.990446 1.33 2.18 -1.09 0.031
H 2.923865 -0.731287 1.350469 -0.75 0.07 0.14 0.026
H -2.777833 0.458237 0.612959 -0.33 -0.72 -0.59 -0.005
H -2.977354 -1.265726 -0.022389 0.39 0.08 0.38 0.002
H -2.948347 0.034896 -1.144056 -0.21 0.60 -0.74 -0.009
H -0.715049 0.213138 -2.060848 0.58 -0.22 1.29 0.023
H -0.323739 1.573869 -0.015149 -0.39 -1.28 0.05 0.051
```
Forces are in eV/Å.

Calculated values
⟨S²⟩	2.010
energy above the lowest of the compared OMol25 structures with the same formula, charge and spin	108.4	kJ/mol
calculated total energy	-483.630662	hartree
Kohn-Sham gap (spin up / spin down)	5.87 / 8.51	eV
2S+1	3

Entry 3:
Here is a cluster of 2 separate species, C3H8S in total at a distorted geometry from OMol25. Energies are from ωB97M-V/def2-TZVPD.

XYZ file:
```
12
Properties=species:S:1:pos:R:3:forces:R:3:mulliken_spin:R:1
C -0.805429 -0.091647 1.124258 0.54 0.95 -0.20 0.003
C 0.594897 -0.007040 0.485705 0.55 -0.23 -0.18 -0.009
S -1.150208 2.042468 -1.991916 -0.37 0.57 -0.16 1.009
C 0.643551 -0.483579 -0.965575 -0.51 0.01 -0.09 0.012
H -1.103045 0.934400 1.347391 -0.26 -0.09 0.06 -0.005
H -0.802351 -0.636932 2.066246 -0.17 -0.34 -0.10 0.002
H -1.530858 -0.448255 0.393996 -0.06 -0.28 0.24 -0.001
H 1.354954 -0.563767 1.052773 -0.28 -0.04 0.19 0.001
H 0.938564 1.032337 0.490432 -0.10 -0.03 0.02 0.001
H 0.035640 -1.382210 -1.107208 0.20 -0.27 0.13 -0.007
H 0.158997 0.283972 -1.596000 0.48 -0.28 0.14 -0.008
H 1.665287 -0.679747 -1.300103 -0.02 0.03 -0.05 0.003
```
Forces are in eV/Å.

Calculated values
net charge	-1
⟨S²⟩	0.753
energy above the lowest of the compared OMol25 structures with the same formula, charge and spin	17.8	kJ/mol
calculated total energy	-517.259453	hartree
Kohn-Sham gap (spin up / spin down)	6.98 / 6.23	eV
2S+1	2

Entry 4:
Here is a cluster of 2 separate species, C3H8S in total at a distorted geometry from OMol25. Energies are from ωB97M-V/def2-TZVPD.

XYZ file:
```
12
Properties=species:S:1:pos:R:3:forces:R:3:lowdin_charge:R:1
C -0.576999 0.056733 1.069097 0.60 -1.25 -0.88 -0.135
C -0.064685 0.453307 -1.448847 1.36 -2.83 1.62 -0.174
C 0.386798 0.417206 -0.053672 -2.72 0.78 -0.94 -0.849
S 1.914558 1.010049 0.340252 -0.13 -0.18 1.69 0.799
H -0.853195 1.001775 1.499048 -0.85 0.41 0.29 0.064
H -1.447495 -0.545861 0.650027 1.01 0.93 0.81 0.101
H -0.058485 -0.487577 1.895296 -0.43 0.02 -0.70 0.074
H 0.267079 1.278059 -2.014348 0.38 0.87 -0.76 0.044
H -1.114137 0.168253 -1.614963 0.56 0.10 0.06 0.077
H 0.734839 -0.523709 -1.888524 -0.52 0.52 0.46 0.018
H 1.888903 -1.492486 -1.506467 -0.42 0.46 -0.51 0.048
H 1.508386 0.981573 1.684176 1.17 0.18 -1.14 -0.068
```
Forces are in eV/Å.

Calculated values
energy above the lowest of the compared OMol25 structures with the same formula, charge and spin	489.3	kJ/mol
calculated total energy	-517.094221	hartree
Kohn-Sham gap (spin up / spin down)	9.18 / 6.08	eV

Entry 5:
Here is the molecule C3H8S at a distorted geometry from OMol25. Energies are from ωB97M-V/def2-TZVPD.

XYZ file:
```
12
Properties=species:S:1:pos:R:3:forces:R:3:lowdin_charge:R:1
C 1.488147 1.102190 -0.947750 1.25 0.62 2.21 -0.141
C 1.128664 0.646718 0.518359 -1.05 -0.55 -1.30 -0.279
C 0.242388 -0.653639 0.397061 0.89 0.66 1.14 -0.683
S -1.473120 -0.596998 -0.012088 -1.61 1.16 0.55 0.672
H 2.102975 2.009062 -0.785973 -0.10 -0.36 -0.68 0.066
H 0.664622 1.348728 -1.573941 -0.78 0.03 -0.40 0.043
H 2.114739 0.300045 -1.380563 -0.37 0.51 0.02 0.076
H 2.150779 0.272402 0.891178 -1.73 1.00 0.37 0.115
H 0.481023 1.448876 1.200084 2.21 -2.03 -1.73 0.156
H 0.438887 -1.145431 1.305837 -0.56 -0.64 1.75 0.035
H 0.523423 -1.489275 -0.232603 0.86 0.48 -1.06 0.053
H -2.061718 0.235952 0.963361 0.97 -0.87 -0.86 -0.112
```
Forces are in eV/Å.

Calculated values
SMILES string	CCCS
energy above the lowest of the compared OMol25 structures with the same formula, charge and spin	105.8	kJ/mol
calculated total energy	-517.240272	hartree
Kohn-Sham gap	9.93	eV

Entry 6:
Here is the molecule C3H8S at a distorted geometry from OMol25. Energies are from ωB97M-V/def2-TZVPD.

XYZ file:
```
12
Properties=species:S:1:pos:R:3:forces:R:3:lowdin_charge:R:1
C 1.339813 0.559792 -0.630160 0.05 0.26 0.27 -0.116
C 0.393543 0.321958 0.525643 -0.57 0.66 1.13 -0.366
C -0.676624 -0.733580 0.273776 -0.10 -0.23 -1.04 -0.550
S -2.179451 0.039773 -0.464644 0.10 0.10 0.18 0.670
H 1.843214 -0.365038 -0.912804 -0.07 0.07 -0.25 0.075
H 2.098524 1.295914 -0.372108 0.14 -0.03 0.15 0.070
H 0.792006 1.009764 -1.456146 -0.01 -0.34 -0.31 0.073
H 0.875984 0.131472 1.486348 0.57 -0.59 -0.26 0.100
H -0.105840 1.256714 0.816003 -0.12 0.01 -0.49 0.089
H -0.933926 -1.311742 1.150455 -0.17 0.15 0.25 0.065
H -0.343844 -1.446856 -0.491517 0.17 0.07 0.33 0.060
H -3.103399 -0.758174 0.075153 0.00 -0.12 0.03 -0.169
```
Forces are in eV/Å.

Calculated values
SMILES string	CCCS
energy above the lowest of the compared OMol25 structures with the same formula, charge and spin	20.0	kJ/mol
calculated total energy	-517.272963	hartree
Kohn-Sham gap	9.93	eV

Entry 7:
Here is the ion C3H8S with charge +1 at a distorted geometry from OMol25. Energies are from ωB97M-V/def2-TZVPD.

XYZ file:
```
12
Properties=species:S:1:pos:R:3:forces:R:3:mulliken_spin:R:1
C -0.586853 0.668411 -1.870414 1.07 0.43 0.35 0.069
C 0.550580 -0.136844 -1.157367 0.02 1.68 -0.75 -0.036
S 0.091778 -0.648685 0.494297 -0.54 -1.92 0.50 0.925
C -0.124209 0.274956 2.070730 0.46 0.07 -0.58 -0.038
H -0.359952 1.730254 -1.761870 -0.69 -0.01 0.62 -0.003
H -0.504099 0.558526 -2.946325 -0.05 -0.68 -0.11 0.005
H -1.543268 0.317990 -1.502412 -0.32 0.44 -0.24 -0.013
H 0.712554 -1.039364 -1.745518 0.01 -0.54 0.79 -0.003
H 1.483263 0.430620 -1.152795 -0.04 0.04 0.13 0.028
H 0.749252 0.872405 2.324213 -0.14 0.20 -0.11 0.023
H -0.240505 -0.558973 2.767276 0.23 -0.10 -0.21 0.003
H -1.067144 0.812516 2.098207 0.00 0.40 -0.38 0.040
```
Forces are in eV/Å.

Calculated values
net charge	+1
⟨S²⟩	0.753
energy above the lowest of the compared OMol25 structures with the same formula, charge and spin	72.7	kJ/mol
calculated total energy	-516.934832	hartree
Kohn-Sham gap (spin up / spin down)	11.97 / 8.04	eV
2S+1	2

Entry 8:
Here is the molecule C3H8S2 at a distorted geometry from OMol25. Energies are from ωB97M-V/def2-TZVPD.

XYZ file:
```
13
Properties=species:S:1:pos:R:3:forces:R:3:lowdin_charge:R:1
C -0.951862 1.949331 -1.656596 0.45 0.08 -0.31 -0.188
C -1.108141 0.554709 -1.044258 1.26 1.32 0.11 -0.588
S 0.524593 -0.292958 -0.776776 -0.82 -0.05 -0.09 0.449
S 0.106396 -1.156554 1.037221 0.45 0.57 0.09 0.402
C 0.892108 0.048560 2.203887 -0.08 -0.94 -0.40 -0.450
H -0.214564 2.587826 -1.148146 -0.43 -0.22 0.19 0.069
H -0.615164 1.923800 -2.693681 -0.05 -0.21 -0.10 0.063
H -1.941593 2.407352 -1.665031 0.09 0.25 0.09 0.069
H -1.770521 0.018562 -1.705687 -0.22 -0.67 0.34 0.063
H -1.444253 0.711187 -0.022222 -0.56 -0.44 -0.18 0.035
H 0.540030 -0.328511 3.170025 0.17 0.42 0.03 0.020
H 0.616340 1.094185 2.017304 -0.05 -0.45 0.06 0.034
H 1.969712 -0.117411 2.111517 -0.22 0.34 0.19 0.022
```
Forces are in eV/Å.

Calculated values
SMILES string	CCSSC
energy above the lowest of the compared OMol25 structures with the same formula, charge and spin	26.3	kJ/mol
calculated total energy	-915.466964	hartree
Kohn-Sham gap	9.60	eV

Entry 9:
Here is the molecule C3H8S2 at a distorted geometry from OMol25. Energies are from ωB97M-V/def2-TZVPD.

XYZ file:
```
13
Properties=species:S:1:pos:R:3:forces:R:3:lowdin_charge:R:1
C 1.397560 0.378995 0.691702 -0.32 0.93 -1.01 -0.171
C 0.112465 0.810531 1.340888 -0.60 -2.54 -0.51 -0.602
S -1.161766 1.483904 0.209260 1.17 0.25 0.28 0.466
S -2.072082 -0.166591 -0.385614 -1.48 -1.40 -0.54 0.398
C -1.026514 -1.032885 -1.592661 0.33 -0.41 -0.80 -0.464
H 1.783991 1.210810 0.107387 0.56 0.00 0.09 0.073
H 1.135205 -0.376370 -0.016369 0.19 -0.69 -0.49 0.030
H 2.104178 -0.020449 1.400104 0.32 0.05 0.26 0.075
H -0.234921 -0.155686 1.801079 -0.52 1.32 -0.03 0.086
H 0.290923 1.537798 2.053593 0.17 1.48 1.68 0.029
H -0.268647 -1.575677 -1.047233 0.30 -0.10 -0.02 0.002
H -1.486507 -1.775008 -2.297688 -0.47 0.72 1.08 0.055
H -0.573882 -0.319368 -2.264445 0.34 0.39 0.00 0.024
```
Forces are in eV/Å.

Calculated values
SMILES string	CCSSC
energy above the lowest of the compared OMol25 structures with the same formula, charge and spin	47.2	kJ/mol
calculated total energy	-915.458996	hartree
Kohn-Sham gap	9.61	eV

Entry 10:
Here is a cluster of 2 separate species, C3H8Se in total at a distorted geometry from OMol25. Energies are from ωB97M-V/def2-TZVPD.

XYZ file:
```
12
Properties=species:S:1:pos:R:3:forces:R:3:lowdin_charge:R:1
Se 2.334002 0.334499 0.148325 3.12 0.18 -0.05 0.493
H 3.880682 -0.230675 0.171966 -2.59 0.79 -0.01 -0.120
H 1.722803 -0.947033 0.192396 -0.18 -0.99 0.01 -0.254
C -0.786618 -0.289211 -1.305954 -0.22 0.68 2.31 -0.036
C -0.959742 -0.541006 0.021068 -0.15 -2.95 -2.84 -0.322
C -0.976960 0.614828 0.819552 1.88 3.53 3.57 -0.226
H -0.856512 -1.035890 -2.008316 0.12 -1.66 -1.63 0.018
H -0.608609 0.748804 -1.678384 -0.28 -1.05 0.45 0.079
H -1.149433 -1.610566 0.491688 0.41 2.31 -1.30 0.147
H -0.690162 1.479849 0.169254 -1.58 -0.18 0.46 0.076
H -1.867712 0.676213 1.507634 0.83 0.50 -0.90 0.099
H -0.041741 0.800190 1.470766 -1.34 -1.17 -0.09 0.047
```
Forces are in eV/Å.

Calculated values
SMILES string	[SeH2].C=CC
energy above the lowest of the compared OMol25 structures with the same formula, charge and spin	136.4	kJ/mol
calculated total energy	-2520.433793	hartree
Kohn-Sham gap	9.54	eV

Entry 11:
Here is the molecule C3H8Si2 at a distorted geometry from OMol25. Energies are from ωB97M-V/def2-TZVPD.

XYZ file:
```
13
Properties=species:S:1:pos:R:3:forces:R:3:lowdin_charge:R:1
Si 2.572889 0.504960 0.119105 -1.26 -0.33 -1.34 0.715
C 0.971525 -0.062800 -0.405513 0.51 0.84 -1.35 -0.419
C -0.310864 -0.334763 0.261959 -1.09 -0.42 -2.12 -0.533
C -1.475786 -1.149025 -0.545771 0.32 1.92 0.92 -0.239
Si -1.918934 0.654876 0.029657 1.52 -3.49 1.00 0.740
H 3.830726 1.035463 -0.527781 -0.93 -0.33 -0.57 -0.110
H 3.047673 0.252862 1.413766 0.02 -0.31 1.68 -0.151
H 0.623822 0.000003 -1.471831 1.37 0.24 0.55 0.040
H -0.338144 -0.632693 1.256713 0.25 -0.43 1.91 0.050
H -1.296374 -1.326134 -1.600631 0.22 0.62 -0.18 0.041
H -1.966390 -2.036140 -0.189667 0.21 -0.21 0.85 0.027
H -2.344612 0.868293 1.398767 -0.74 0.14 0.20 -0.061
H -2.340795 1.467098 -0.990026 -0.40 1.74 -1.57 -0.100
```
Forces are in eV/Å.

Calculated values
SMILES string	[SiH2]=C[C@@H]1C[SiH2]1
energy above the lowest of the compared OMol25 structures with the same formula, charge and spin	295.9	kJ/mol
calculated total energy	-697.911942	hartree
Kohn-Sham gap	7.76	eV

Entry 12:
Here is a structure of composition C3H9AgBrO4P at a distorted geometry from OMol25. Energies are from ωB97M-V/def2-TZVPD.

XYZ file:
```
19
Properties=species:S:1:pos:R:3:forces:R:3:mulliken_spin:R:1
Ag 9.784662 -12.225598 -16.060247 0.03 -0.16 -0.34 -0.005
Br 10.064897 -13.590505 -18.362133 -0.01 0.25 0.25 0.998
C 11.592674 -15.777017 -20.912511 -0.48 -1.03 0.11 0.004
O 12.594105 -15.282733 -21.782457 0.34 0.92 -0.56 0.001
P 12.438871 -13.753245 -22.219129 -0.27 0.01 0.05 0.001
O 11.070314 -13.356897 -22.563659 0.33 0.18 0.35 0.001
O 13.527659 -13.609178 -23.349743 -0.06 -0.61 0.62 0.001
C 13.440481 -12.515693 -24.252024 0.20 0.98 -0.90 0.000
O 13.002895 -12.919455 -20.962764 -0.45 0.00 -0.23 -0.001
C 14.237117 -13.301388 -20.365175 0.68 -0.33 0.05 0.001
H 10.698279 -15.157819 -20.836350 0.27 0.38 -0.08 -0.001
H 12.040009 -15.975096 -19.939066 -0.07 0.07 0.09 0.002
H 11.227456 -16.716649 -21.330421 0.21 -0.06 0.08 0.000
H 12.591366 -11.863055 -24.056727 -0.15 -0.22 0.09 0.000
H 13.379184 -12.879586 -25.276276 -0.18 -0.26 0.13 0.000
H 14.337353 -11.894230 -24.215079 0.09 -0.26 0.37 0.000
H 14.831673 -13.939561 -21.021941 -0.13 -0.05 0.00 0.000
H 14.047981 -13.839361 -19.434891 -0.04 -0.01 -0.04 0.000
H 14.854077 -12.430918 -20.148570 -0.31 0.21 -0.03 0.000
```
Forces are in eV/Å.

Calculated values
net charge	+1
⟨S²⟩	0.753
energy above the lowest of the compared OMol25 structures with the same formula, charge and spin	52.0	kJ/mol
calculated total energy	-3482.744895	hartree
Kohn-Sham gap (spin up / spin down)	6.65 / 4.16	eV
2S+1	2